{
  "formula": "C36H89N5",
  "method": "the ωB97M-V functional and the def2-TZVPD basis",
  "homo_energy_ev": -7.08,
  "e_lumo_ev": 0.702,
  "smiles": "CCN(CC)CC.CCN(CC)CC.CCN(CC)CC.CCN(CC)CC.CCN(CC)CC.CCCCCC",
  "de_lowest_kj_mol": 200.58,
  "elements": ["C", "C", "N", "C", "C", "C", "C", "H", "H", "H", "H", "H", "H", "H", "H", "H", "H", "H", "H", "H", "H", "H", "C", "C", "N", "C", "C", "C", "C", "H", "H", "H", "H", "H", "H", "H", "H", "H", "H", "H", "H", "H", "H", "H", "C", "C", "N", "C", "C", "C", "C", "H", "H", "H", "H", "H", "H", "H", "H", "H", "H", "H", "H", "H", "H", "H", "C", "C", "N", "C", "C", "C", "C", "H", "H", "H", "H", "H", "H", "H", "H", "H", "H", "H", "H", "H", "H", "H", "C", "C", "N", "C", "C", "C", "C", "H", "H", "H", "H", "H", "H", "H", "H", "H", "H", "H", "H", "H", "H", "H", "C", "C", "C", "C", "C", "C", "H", "H", "H", "H", "H", "H", "H", "H", "H", "H", "H", "H", "H", "H"],
  "coordinates": [[2.889608, -5.015069, -4.330615], [3.143608, -5.897069, -3.095615], [2.855608, -5.247069, -1.826615], [1.351608, -4.904069, -1.505615], [0.303608, -6.055069, -1.475615], [3.638608, -5.989069, -0.769615], [3.680608, -5.237069, 0.522385], [3.697608, -4.317069, -4.470615], [1.794608, -4.559069, -4.321615], [3.093608, -5.753069, -5.185615], [4.056608, -6.315069, -3.411615], [2.706608, -6.808069, -3.106615], [0.999608, -4.528069, -2.335615], [1.174608, -4.002069, -0.761615], [0.372608, -6.417069, -0.495615], [0.424608, -6.877069, -2.239615], [-0.822392, -5.943069, -1.570615], [4.689608, -6.032069, -1.164615], [3.201608, -6.862069, -0.405615], [4.271608, -5.717069, 1.409385], [2.777608, -5.002069, 0.984385], [4.330608, -4.242069, 0.485385], [-1.891392, -1.617069, -0.795615], [-1.404392, -0.258069, -0.286615], [0.039608, -0.248069, 0.128385], [0.665608, 1.156931, 0.181385], [0.056608, 2.171931, 1.152385], [0.195608, -0.893069, 1.414385], [1.711608, -1.283069, 1.598385], [-1.120392, -2.028069, -1.560615], [-2.861392, -1.711069, -1.086615], [-2.039392, -2.578069, -0.150615], [-2.221392, 0.266931, 0.325385], [-1.430392, 0.408931, -1.050615], [0.551608, 1.531931, -0.703615], [1.778608, 1.243931, 0.052385], [0.371608, 1.715931, 2.204385], [-1.036392, 2.224931, 0.830385], [0.531608, 3.169931, 1.058385], [-0.252392, -1.880069, 1.356385], [-0.321392, -0.406069, 2.348385], [1.795608, -2.253069, 2.353385], [2.437608, -0.635069, 1.971385], [2.070608, -1.934069, 0.613385], [-3.979392, 5.495931, 5.373385], [-2.485392, 5.359931, 4.966385], [-2.305392, 5.412931, 3.466385], [-0.931392, 5.949931, 3.033385], [0.220608, 5.097931, 3.506385], [-2.617392, 4.152931, 2.781385], [-2.916392, 4.298931, 1.278385], [-4.404392, 6.323931, 5.187385], [-4.101392, 5.312931, 6.447385], [-4.624392, 4.747931, 4.904385], [-2.050392, 4.383931, 5.432385], [-2.019392, 6.094931, 5.457385], [-0.873392, 7.086931, 3.261385], [-0.977392, 6.278931, 1.976385], [0.075608, 4.071931, 3.148385], [-0.003392, 4.941931, 4.506385], [1.227608, 5.522931, 3.325385], [-3.408392, 3.642931, 3.211385], [-1.823392, 3.334931, 3.200385], [-3.624392, 4.894931, 1.216385], [-3.365392, 3.349931, 1.207385], [-2.128392, 4.479931, 0.325385], [-5.923392, -2.681069, -3.293615], [-5.161392, -1.741069, -4.155615], [-4.514392, -0.723069, -3.389615], [-3.274392, -0.060069, -3.764615], [-3.408392, 0.672931, -5.162615], [-5.510392, 0.217931, -2.847615], [-4.955392, 0.691931, -1.400615], [-5.286392, -2.980069, -2.450615], [-6.184392, -3.536069, -3.936615], [-6.951392, -2.374069, -3.191615], [-5.741392, -1.339069, -5.033615], [-4.387392, -2.314069, -4.626615], [-2.404392, -0.853069, -3.811615], [-2.802392, 0.601931, -2.958615], [-4.120392, 1.375931, -5.304615], [-3.683392, 0.159931, -6.059615], [-2.299392, 1.063931, -5.338615], [-6.453392, -0.191069, -2.766615], [-5.639392, 1.164931, -3.378615], [-5.794392, 1.286931, -0.989615], [-4.148392, 1.289931, -1.502615], [-4.815392, -0.069069, -0.628615], [4.500608, -0.850069, -5.672615], [3.071608, -0.858069, -5.190615], [2.988608, -0.670069, -3.619615], [1.811608, 0.119931, -2.949615], [0.443608, -0.485069, -3.554615], [3.425608, -1.827069, -2.780615], [4.376608, -1.418069, -1.618615], [5.181608, -0.298069, -5.122615], [4.522608, -0.616069, -6.823615], [4.978608, -1.818069, -5.515615], [2.571608, -1.762069, -5.177615], [2.358608, -0.101069, -5.514615], [2.076608, 0.939931, -3.540615], [1.649608, 0.064931, -1.866615], [-0.336392, 0.040931, -3.074615], [0.287608, -1.583069, -3.403615], [0.459608, -0.419069, -4.555615], [4.094608, -2.259069, -3.520615], [2.418608, -2.353069, -2.761615], [3.748608, -0.642069, -1.024615], [5.260608, -1.231069, -2.064615], [4.492608, -2.070069, -0.912615], [4.312608, 2.723931, 3.438385], [3.094608, 1.957931, 3.995385], [2.403608, 2.648931, 5.240385], [1.175608, 1.811931, 5.715385], [0.419608, 2.477931, 6.865385], [-1.059392, 1.976931, 6.758385], [4.988608, 2.981931, 4.255385], [4.076608, 3.791931, 3.145385], [4.794608, 2.246931, 2.673385], [3.476608, 0.857931, 4.349385], [2.491608, 1.886931, 3.167385], [2.111608, 3.647931, 4.829385], [3.001608, 2.586931, 6.224385], [1.361608, 0.795931, 5.773385], [0.545608, 2.114931, 4.843385], [0.396608, 3.591931, 6.799385], [1.032608, 2.067931, 7.768385], [-1.290392, 0.883931, 6.825385], [-1.668392, 2.500931, 5.911385], [-1.733392, 2.192931, 7.582385]],
  "atomic_forces_ev_per_a": [[-2.017, -1.617, -0.702], [-1.291, 3.118, -0.970], [0.211, -0.085, 2.228], [1.579, -0.989, 1.838], [-0.627, -1.269, 0.114], [0.415, 2.976, -0.445], [4.678, 2.409, 2.158], [-0.162, 0.784, 0.373], [2.484, -0.760, -0.498], [-1.033, 1.111, 0.669], [2.723, 0.412, 1.404], [-2.927, -2.966, -0.581], [-0.816, 3.044, -4.724], [0.855, -2.347, -0.907], [0.050, -1.618, 1.398], [0.737, 0.853, 0.855], [1.305, 1.355, -0.087], [-1.139, -0.638, 0.360], [-0.579, -2.520, -0.617], [-0.943, -0.053, -1.829], [-1.900, 0.449, 0.315], [-1.632, -1.634, -0.375], [3.819, -2.986, 0.756], [-0.385, -0.828, 2.099], [-0.535, 1.711, 1.340], [0.579, -1.759, 2.704], [0.581, -1.620, 1.120], [1.273, -0.860, 1.230], [-1.024, -5.913, -0.523], [-1.569, 0.889, 0.826], [-2.781, 1.051, -1.987], [1.242, 1.884, 0.362], [1.284, -1.010, 0.520], [0.040, 1.682, -3.051], [-1.805, 2.098, -5.691], [-0.425, -1.213, 1.480], [-1.595, 1.427, -1.685], [1.262, 0.088, 1.399], [-0.297, -0.617, -0.038], [-0.490, -0.010, -0.148], [1.125, -0.375, -1.601], [-0.497, 2.513, -1.334], [1.000, 1.509, 0.128], [-0.765, 2.343, 2.104], [2.876, -6.866, 1.431], [-2.177, -4.062, -2.113], [1.098, 0.965, 0.554], [-1.907, 2.583, -0.410], [-0.213, 0.067, -1.645], [4.362, 0.198, 1.093], [7.966, -5.195, -0.432], [-2.534, 6.536, -1.626], [0.253, -0.004, -0.025], [0.260, -0.221, -0.128], [-0.751, 1.297, -0.866], [2.259, 3.113, 1.262], [0.031, -1.799, 1.294], [0.007, -1.716, -0.253], [0.615, 0.284, -0.619], [0.382, 0.107, 2.459], [-0.623, -0.426, 0.129], [-2.403, -0.124, 0.857], [-0.904, 1.375, -1.845], [-6.423, 6.057, -0.823], [-0.503, -1.520, -1.462], [-1.719, -0.508, 3.200], [-0.782, -1.208, -1.327], [1.158, 0.636, -1.728], [-0.872, 1.610, 1.660], [1.101, -1.446, -1.559], [5.347, -1.126, 0.982], [4.041, 1.194, 2.433], [-4.920, -1.556, -0.472], [-0.877, 0.112, 0.056], [0.732, -0.404, 0.236], [-0.207, 0.678, 1.467], [-0.017, -0.207, 0.692], [0.726, -0.379, -0.381], [-1.783, 1.150, -0.366], [-1.430, -0.536, -1.067], [-1.976, 3.207, 0.897], [0.427, -1.903, -0.253], [-2.453, -0.241, -0.039], [-1.830, -1.239, 0.291], [0.210, -0.025, -0.595], [0.489, 0.195, -0.032], [2.654, 1.842, -0.259], [0.249, -0.376, -0.595], [-1.000, -1.360, -3.092], [-0.587, 1.872, 4.692], [1.179, 1.328, 2.079], [-0.515, -4.321, -3.850], [1.934, -1.008, 3.671], [-0.736, 0.707, -2.745], [-6.772, 3.418, -1.638], [0.753, 2.210, 0.938], [0.232, -0.364, 2.220], [-0.450, -0.526, -0.475], [-0.781, -2.314, -1.497], [0.546, 0.185, -0.702], [-0.729, 2.734, 0.537], [1.240, 0.369, -0.363], [-1.259, 0.507, 0.124], [0.373, 0.749, 0.546], [-0.277, 0.868, -3.662], [-0.152, -1.307, 0.238], [1.674, -0.558, 1.420], [1.816, -0.234, -1.163], [2.853, 1.676, -1.062], [0.713, -4.644, 3.775], [-1.365, 2.931, 3.000], [3.095, -1.310, 3.437], [0.890, -1.776, 0.474], [-1.172, 5.423, -3.185], [0.130, -2.028, 0.900], [-1.718, 0.324, 0.177], [0.464, -0.639, 0.038], [-0.375, -1.192, -0.265], [1.247, -1.248, -1.933], [-1.022, 2.426, -1.052], [-2.241, -0.631, -1.540], [0.179, -0.509, 1.252], [0.238, 1.077, -1.916], [0.230, -1.956, 0.302], [-0.333, -1.506, 0.181], [0.445, -0.895, 0.153], [-1.659, 1.244, -0.731], [1.037, 0.485, -1.084], [1.547, -1.338, 0.954], [0.378, 0.991, 0.792]]
}



{
  "formula": "C11H22FINO5PSTa",
  "method": "the ωB97M-V functional and the def2-TZVPD basis",
  "homo_energy_ev": -5.51,
  "e_lumo_ev": 0.561,
  "total_charge": -1,
  "elements": ["C", "C", "C", "Ta", "C", "C", "O", "C", "C", "O", "C", "O", "P", "N", "C", "I", "C", "C", "S", "O", "O", "F", "H", "H", "H", "H", "H", "H", "H", "H", "H", "H", "H", "H", "H", "H", "H", "H", "H", "H", "H", "H", "H", "H"],
  "coordinates": [[0.632857, -2.085944, 3.717735], [0.094339, -1.165245, 3.127158], [-0.514665, 0.090016, 2.459310], [0.120477, 0.411910, 0.252590], [0.642115, 0.869193, -1.927873], [2.101087, 1.392356, -2.217588], [2.372078, 1.671705, -3.610094], [0.183130, -1.838580, -0.207214], [1.453844, -2.337026, -1.025186], [1.117037, -3.382620, -2.011421], [0.450305, -4.420271, -1.344288], [0.955550, -5.457442, -0.988985], [2.576316, 0.507068, 1.094735], [3.166083, -0.910597, 1.608064], [-2.166734, 0.343979, -0.265653], [-2.585627, -0.046579, -2.369127], [-2.981173, 1.591510, 0.285870], [-4.566936, 1.318934, 0.226467], [0.038250, 3.002257, 0.622113], [-0.697631, 3.333743, 1.857039], [-0.470074, 3.713890, -0.570910], [1.636601, 3.536089, 0.800299], [1.196451, -3.011235, 3.977821], [-0.148514, 0.993688, 3.050848], [-1.642624, 0.025616, 2.598378], [0.475890, -0.028996, -2.609301], [-0.067375, 1.702173, -2.260174], [2.269838, 2.328794, -1.592309], [2.817368, 0.563244, -1.890686], [3.235838, 2.134239, -3.594166], [-0.713861, -2.006585, -0.897457], [0.002374, -2.493754, 0.695306], [2.049585, -1.501332, -1.482314], [2.164131, -2.861126, -0.305176], [-0.657048, -4.277142, -1.120351], [3.506550, 1.037829, 0.151821], [2.595128, 1.373139, 2.256473], [2.443851, -1.619182, 1.440216], [-2.555377, -0.561200, 0.311616], [-2.752399, 1.709403, 1.389921], [-2.817431, 2.540381, -0.292509], [-4.908287, 0.954841, -0.783101], [-5.151969, 2.276208, 0.426657], [-4.899340, 0.582647, 1.015460]],
  "atomic_forces_ev_per_a": [[0.161, -0.505, -0.829], [-0.198, 1.019, -0.109], [0.541, -0.748, 1.549], [-2.075, -4.170, -1.816], [0.906, 0.975, -0.922], [-0.139, -0.565, 1.108], [0.326, 0.362, 0.696], [0.149, 0.139, -0.759], [0.398, -0.474, 1.784], [-0.689, -0.522, 1.144], [-0.206, -0.431, 0.277], [-0.055, 1.277, -0.771], [1.080, -0.188, 1.475], [-0.985, -0.124, -0.851], [0.022, 1.230, 1.582], [-0.168, 0.000, 0.582], [-1.968, -0.866, -0.239], [-0.124, 0.550, 0.209], [-1.604, 2.140, -0.360], [1.618, -0.377, -1.214], [1.233, -0.944, 1.538], [-1.219, -0.136, 0.018], [-0.907, 1.516, -0.174], [-0.554, -1.034, -0.585], [1.287, 0.219, -0.298], [-0.009, 0.931, 0.942], [0.693, -1.056, 0.384], [-0.006, -1.098, -0.697], [-0.635, 1.144, -0.248], [-0.770, -0.401, -0.225], [0.962, 0.552, 0.781], [0.277, 0.762, -0.762], [-0.877, -1.097, -0.174], [-0.741, 0.882, -0.790], [1.155, 0.369, -0.558], [-0.334, 0.587, 0.475], [0.234, 0.227, -0.929], [0.427, 0.020, 0.354], [0.555, 0.896, -0.869], [0.105, 0.137, -1.376], [0.358, -0.988, 0.700], [0.493, 0.270, 0.991], [0.816, -1.067, -0.176], [0.466, 0.591, -0.858]]
}



| no. | molecular weight (g mol⁻¹) |
| --- | --- |
| 1 | 592.14 |
| 2 | 638.19 |